w:
ORCA calculation (ωB97M-V/def2-TZVPD) on a cluster of 2 separate species, C6H16 in total.

- Net charge: 0
- HOMO level: -10.983 eV
- Kohn-Sham gap: 12.12 eV
- M: 88.19 g mol⁻¹
- 2S+1: 1
- SMILES string: CCC.CCC
- E_LUMO: 1.13 eV

Last column: Löwdin charge in e.
Atoms and positions in Å:
C -0.18 -1.15 1.84  -0.326
C -1.01 -2.32 1.35  -0.128
C -1.02 0.15 1.97  -0.115
H 0.43 -1.30 2.72  0.090
H 0.65 -0.98 1.14  0.079
H -0.53 -2.89 0.54  0.069
H -1.58 0.20 1.04  0.057
H -1.74 0.04 2.78  0.069
H -1.92 -1.99 0.86  0.064
H -1.26 -3.01 2.15  0.065
H -0.42 1.03 2.16  0.062
C 1.30 1.13 -1.74  -0.324
C 0.46 2.38 -1.49  -0.130
C 0.64 -0.25 -1.78  -0.120
H 2.03 1.12 -0.88  0.110
H 1.83 1.32 -2.66  0.090
H 0.26 2.73 -0.47  0.060
H 1.19 3.16 -1.75  0.066
H -0.04 -0.52 -0.97  0.045
H -0.43 2.39 -2.11  0.069
H 1.42 -0.95 -2.09  0.071
H -0.08 -0.26 -2.63  0.075

=====

x:
ORCA calculation (ωB97M-V/def2-TZVPD) on a cluster of 2 separate species, C6H16 in total.

- Net charge: 0
- HOMO level: -10.780 eV
- Kohn-Sham gap: 11.84 eV
- M: 88.19 g mol⁻¹
- 2S+1: 1
- SMILES string: CCC.CCC
- E_LUMO: 1.06 eV

Last column: Löwdin charge in e.
Atoms and positions in Å:
C -1.24 1.46 -0.34  -0.287
C -0.50 2.85 -0.51  -0.122
C -1.90 1.08 -1.72  -0.118
H -2.01 1.64 0.34  0.059
H -0.41 0.79 0.03  0.076
H 0.47 2.65 -0.97  0.075
H -1.24 3.52 -0.90  0.063
H -1.79 0.00 -2.05  0.074
H -1.31 1.67 -2.46  0.058
H -0.33 3.17 0.50  0.050
H -2.93 1.48 -1.82  0.068
C 0.94 -1.48 0.56  -0.331
C 1.01 -2.95 0.10  -0.103
C 1.48 -1.15 1.97  -0.093
H 1.59 -0.99 -0.28  0.127
H -0.10 -1.08 0.49  0.077
H 0.20 -3.29 -0.37  0.012
H 1.06 -3.46 1.10  0.082
H 1.22 -1.54 2.83  0.006
H 2.43 -1.39 1.71  0.031
H 2.03 -2.97 -0.36  0.089
H 1.33 -0.02 2.14  0.106

=====

y:
ORCA calculation (ωB97M-V/def2-TZVPD) on a cluster of 2 separate species, C6H16 in total.

- Net charge: 0
- HOMO level: -10.636 eV
- Kohn-Sham gap: 11.69 eV
- M: 88.19 g mol⁻¹
- 2S+1: 1
- SMILES string: CC(C)C.CC
- E_LUMO: 1.05 eV

Last column: Löwdin charge in e.
Atoms and positions in Å:
C 0.40 -0.26 1.06  -0.433
C 0.28 1.19 1.61  -0.102
C 1.70 -0.19 0.10  -0.074
C 0.45 -1.25 2.24  -0.079
H -0.30 -0.43 0.34  0.034
H 1.10 1.30 2.30  0.070
H 1.63 -0.29 -0.98  0.047
H 2.43 0.62 0.40  0.076
H 2.51 -0.84 0.47  0.054
H 0.02 -0.81 3.11  0.039
H -0.31 -2.06 1.93  0.095
H -0.78 1.32 2.01  0.103
H 0.46 1.84 0.78  0.054
H 1.53 -1.58 2.52  0.104
C -0.75 0.41 -2.65  -0.127
C -2.01 -0.04 -1.85  -0.136
H -0.95 0.40 -3.80  0.101
H -0.68 1.42 -2.40  0.029
H 0.12 -0.14 -2.41  0.019
H -1.88 0.13 -0.72  0.080
H -2.11 -1.07 -1.83  0.033
H -2.85 0.33 -2.24  0.014

=====

z:
ORCA calculation (ωB97M-V/def2-TZVPD) on a cluster of 2 separate species, C6H16 in total.

- Net charge: 0
- HOMO level: -11.399 eV
- Kohn-Sham gap: 12.49 eV
- M: 88.19 g mol⁻¹
- 2S+1: 1
- SMILES string: CCC.CCC
- E_LUMO: 1.09 eV

Last column: Löwdin charge in e.
Atoms and positions in Å:
C 0.53 -1.00 -2.55  -0.316
C 0.98 -2.09 -1.59  -0.129
C -0.99 -0.76 -2.49  -0.123
H 0.79 -1.26 -3.58  0.092
H 1.03 -0.06 -2.35  0.090
H 0.23 -2.33 -0.84  0.064
H 1.26 -3.02 -2.08  0.065
H -1.50 -1.71 -2.58  0.068
H 1.87 -1.80 -1.02  0.064
H -1.33 -0.14 -3.31  0.065
H -1.21 -0.30 -1.53  0.059
C 0.16 1.67 2.55  -0.334
C 0.09 0.16 2.69  -0.128
C -0.58 2.20 1.35  -0.134
H -0.27 2.09 3.46  0.098
H 1.20 2.02 2.57  0.099
H 0.47 -0.36 1.82  0.060
H -0.94 -0.17 2.87  0.073
H -0.18 1.82 0.41  0.061
H -1.65 1.95 1.38  0.074
H 0.68 -0.22 3.53  0.065
H -0.63 3.30 1.29  0.069

=====

Most stable structure among those shown: z. Next: +0.0225 hartree.